(1)
ORCA calculation (ωB97M-V/def2-TZVPD) on C24H35F6O17S2Y as an isolated structure in a non-equilibrium geometry.

Structure (XYZ):
```
85
Properties=species:S:1:pos:R:3:forces:R:3
Y 0.277082 -0.095139 0.555669 0.918 -0.197 1.937
C 2.985092 -1.632839 3.862709 0.356 0.007 0.083
C 1.697102 -0.850389 3.928139 -1.366 0.134 0.426
O 1.134452 -0.580359 2.717759 -0.923 0.211 -2.496
H 3.559992 -1.602669 4.788279 0.121 0.270 0.090
H 3.588022 -1.296949 3.019049 0.133 0.053 0.081
H 2.751472 -2.687939 3.720309 -0.050 -0.051 -0.311
H 1.587492 0.018271 4.577369 1.512 1.065 0.007
H 1.039412 -1.420209 4.584539 -0.744 -1.282 -0.005
C 4.513392 -2.034899 -1.117631 -0.155 1.580 -1.368
F 4.966052 -1.798639 0.083509 -0.305 -0.054 1.130
F 5.582972 -1.918519 -1.927711 -0.407 -0.288 -0.294
F 4.012712 -3.257729 -1.221191 0.059 -0.154 0.244
S 3.175072 -0.773769 -1.725381 -1.875 0.696 -1.235
O 2.469012 -1.489559 -2.769561 0.611 -0.759 -0.134
O 2.221542 -0.569259 -0.614601 1.483 -0.175 0.454
O 3.794292 0.445741 -2.230561 0.408 -0.926 1.200
C -3.687328 2.595501 1.418309 0.626 -1.076 0.058
F -3.672698 2.177791 2.716849 0.184 0.654 -0.710
F -4.371478 1.636921 0.758039 0.825 -0.327 -0.333
F -4.431268 3.664051 1.273929 0.130 1.019 0.461
S -1.850328 2.922341 0.806609 1.912 0.665 0.331
O -1.177268 1.612401 0.808749 -1.462 0.346 1.149
O -1.887768 3.394241 -0.561601 -1.160 0.338 0.577
O -1.278998 3.852361 1.803129 -1.582 -1.394 -1.258
O 0.284192 1.293861 -1.437091 0.313 2.842 -2.798
C 0.480402 2.049261 -2.432031 0.942 -7.026 2.012
O 0.347442 3.302611 -2.475211 -0.661 1.585 1.819
C 0.715492 3.755911 -3.726661 -0.501 1.548 -2.697
C 0.546092 2.572391 -4.719591 1.312 -0.015 0.488
C 1.013722 1.463681 -3.788711 -1.101 0.417 1.408
H 1.735572 4.138941 -3.698021 0.199 -0.285 -0.038
H 0.077602 4.614071 -3.938231 -0.038 -0.047 -0.138
H 1.233802 2.689661 -5.557081 -0.328 0.099 -0.164
H -0.467588 2.351751 -5.054081 -0.047 0.540 0.014
H 2.093612 1.365071 -3.678211 0.090 0.062 -0.061
H 0.597802 0.464291 -3.916521 0.079 0.123 -0.119
O 0.339382 -2.348349 0.044439 -0.346 -0.243 0.351
C 0.595482 -3.509789 -0.044661 2.466 -0.884 0.518
O 1.616322 -4.093669 0.689879 -1.385 1.872 0.348
C 1.657082 -5.492279 0.492779 2.469 0.864 0.334
C 0.597542 -5.760449 -0.485421 -1.237 -3.419 -0.837
C 0.115412 -4.513149 -1.065301 -0.097 3.141 0.851
H 1.781622 -5.995869 1.451419 -1.105 -0.063 0.109
H 2.623372 -5.711809 0.038699 0.232 0.197 -0.231
H -0.263328 -6.253249 -0.033601 0.154 -0.478 -0.080
H 1.084032 -6.381839 -1.237281 -0.748 -0.435 -0.107
H -0.950258 -4.286339 -1.097111 -0.052 -0.659 -0.662
H 0.660662 -4.126009 -1.926061 -0.293 -0.323 -0.528
O -1.531578 -0.711699 -0.989161 -1.826 0.078 -1.530
C -2.424328 -0.690479 -1.853581 3.089 1.878 2.945
O -2.875948 -1.763479 -2.337471 -1.088 -3.630 -2.774
C -3.716568 -1.559309 -3.544041 -0.510 0.735 0.669
C -3.728348 -0.010349 -3.752811 -0.101 -1.234 0.280
C -3.069168 0.495621 -2.432201 -0.760 0.808 -1.685
H -4.649018 -2.064129 -3.291481 -0.193 0.492 0.063
H -3.404478 -2.008109 -4.487061 0.974 -0.540 0.636
H -4.753468 0.303441 -3.949681 0.084 0.318 0.406
H -3.194908 0.173621 -4.685391 0.366 0.355 0.331
H -3.900228 0.794371 -1.793311 0.473 0.442 0.388
H -2.303588 1.255701 -2.587931 -0.454 0.318 0.347
O -1.659228 -0.875609 1.780019 -1.673 -0.511 1.706
C -2.434338 -1.112739 2.705369 2.019 0.473 -0.494
O -3.536168 -1.822789 2.499399 -0.201 -0.485 0.226
C -4.162688 -2.160729 3.756909 -0.721 -0.499 0.282
C -3.701638 -1.132699 4.743899 -0.457 1.019 0.086
C -2.326608 -0.735219 4.205139 -0.702 0.399 -0.448
H -3.903698 -3.162489 4.099699 0.118 -0.217 -0.580
H -5.238778 -2.070899 3.608349 0.107 -0.381 -0.158
H -3.749628 -1.366269 5.807489 0.330 -0.650 -0.191
H -4.466918 -0.360869 4.661889 0.507 0.729 -0.119
H -1.540738 -1.286659 4.721289 0.259 0.119 -0.382
H -2.182788 0.341231 4.298309 0.459 -0.137 -0.094
O 1.602162 1.727501 0.874629 2.565 3.571 0.755
C 2.249792 2.803551 0.853929 -2.047 -2.086 -1.750
O 3.512582 2.840061 0.407449 0.322 -0.659 0.288
C 3.907272 4.146711 -0.063851 -1.769 0.855 -0.052
C 2.968162 5.083511 0.740399 0.325 -0.104 0.122
C 1.715842 4.207691 1.008559 0.641 0.884 1.151
H 3.636032 4.201041 -1.118161 0.121 -0.211 -0.164
H 4.972122 4.365761 0.014889 -0.142 -0.535 0.453
H 2.739772 6.048001 0.286859 0.024 -0.238 -0.384
H 3.506652 5.337671 1.653379 -0.281 -0.150 0.304
H 0.801772 4.487151 0.484659 0.285 -0.597 -0.842
H 1.329222 4.382421 2.012599 0.291 -0.374 0.328
```
Positions in Å, forces in eV/Å.

**Frontier orbital gap**: 7.187 eV
**LUMO**: 0.304 eV
**Energy above the lowest of the compared OMol25 structures with the same formula, charge and spin**: 42.3 kcal/mol
**Net charge**: 0
**HOMO energy**: -0.2529 Eh

---

(2)
ORCA calculation (ωB97M-V/def2-TZVPD) on a 2-piece molecular cluster, CH4N2O2 overall in a non-equilibrium geometry.

Structure (XYZ):
```
9
Properties=species:S:1:pos:R:3:forces:R:3
C -0.180050 0.455455 0.058128 0.303 0.934 1.152
N 1.784604 -0.300935 -0.415023 0.178 2.279 1.590
N -1.542919 0.174061 -0.224993 -0.107 -0.990 -2.298
O 2.655207 -0.182411 0.716391 -1.328 -0.330 -1.614
O -2.207861 -0.520742 0.704806 -1.260 -1.339 1.338
H -0.139252 1.438815 -0.419888 1.494 0.213 -0.068
H -0.231538 0.524502 1.191326 0.953 -0.022 -1.146
H 1.490525 -1.249107 -0.458271 -0.477 -1.464 0.343
H -1.628712 -0.339639 -1.152475 0.242 0.719 0.703
```
Positions in Å, forces in eV/Å.

**Frontier orbital gap (alpha / beta)**: 5.058 / 4.924 eV
**LUMO (alpha / beta)**: 8.256 / 8.265 eV
**Energy above the lowest of the compared OMol25 structures with the same formula, charge and spin**: 59.0 kcal/mol
**Net charge**: -2
**HOMO energy (alpha / beta)**: 0.1175 / 0.1228 Eh

---

(3)
ORCA calculation (ωB97M-V/def2-TZVPD) on a 12-piece molecular cluster, C5H35N2O11 overall in a non-equilibrium geometry.

Structure (XYZ):
```
53
Properties=species:S:1:pos:R:3:forces:R:3
C -4.084159 2.257551 0.783666 1.004 -0.387 0.515
C -3.711241 0.747470 0.495026 0.335 1.753 -3.514
C -2.289078 0.298488 0.857751 -0.594 0.019 1.492
C -1.145678 1.370846 0.552508 1.637 -3.128 2.005
N 0.227851 -0.980363 -0.292436 1.571 -1.632 1.206
C 0.064673 0.017884 -1.186684 -0.853 -2.026 2.311
N -0.468508 1.134861 -0.734580 -0.403 1.019 -1.559
H -3.452207 2.760429 1.611561 -1.139 -0.866 -1.229
H -3.980069 2.806353 -0.141728 0.282 0.507 -0.065
H -5.152195 2.304339 1.015332 0.290 0.134 0.299
H -4.546213 0.239762 0.901895 -0.111 -1.437 0.702
H -3.796504 0.560268 -0.690011 -0.047 0.588 2.470
H -2.317594 0.131943 1.987950 0.450 0.188 -1.288
H -2.130812 -0.703014 0.381797 0.210 0.986 0.425
H -0.344395 1.224070 1.424829 -1.648 0.733 -1.892
H -1.503649 2.379788 0.555151 -0.108 0.400 0.048
H 0.025957 -0.902271 0.741687 0.069 0.472 -1.806
H 0.804114 -1.899432 -0.370366 -1.345 1.982 -1.106
H 0.278525 -0.219086 -2.246071 -0.086 0.829 0.996
H -0.769071 1.817458 -1.455902 0.195 -0.736 0.110
H 2.241489 1.095043 -0.547229 2.849 0.162 0.373
H 3.244045 0.081286 -0.001715 0.402 0.926 -0.277
O 3.267088 0.996974 -0.393460 -3.252 -1.196 0.101
H 4.147712 -2.708914 -0.193620 1.101 -2.130 0.413
H 4.250963 -1.409465 -0.940341 -0.390 -0.511 0.366
O 3.694651 -1.914553 -0.314079 -0.695 2.682 -0.830
H -2.796330 -4.180447 -0.418605 -4.846 -2.267 -1.909
H -2.269501 -3.208115 0.770418 -0.970 -0.039 0.802
O -2.161230 -3.752812 0.006510 5.944 2.133 1.015
H -1.685399 -1.995128 3.082454 -0.513 -1.809 -1.412
H -0.725805 -3.075934 2.998155 -0.791 -0.470 -0.960
O -1.601357 -2.878840 2.574060 1.308 2.497 2.379
H 3.081812 0.532759 -2.314051 -0.602 -0.489 -0.625
H 2.454011 -0.268847 -3.496950 1.488 -2.622 -4.222
O 2.273571 0.198169 -2.767306 -0.501 3.112 4.417
H 1.277788 -4.280557 0.122000 -0.896 -0.090 -1.695
H 0.227155 -4.515278 -1.099191 0.260 0.130 0.785
O 1.055944 -4.084730 -0.831184 0.606 0.227 1.096
H 0.058011 1.259696 4.510434 -1.901 -1.369 1.727
H 1.040534 2.005031 3.996337 -0.428 -0.706 -2.059
O 0.359166 1.351391 3.633412 2.295 2.353 0.271
H -1.774430 2.131507 -3.687621 -0.371 -0.351 3.167
H -2.603692 2.867006 -2.630050 -0.440 0.312 0.325
O -2.075205 2.071264 -2.683799 0.493 0.356 -3.270
H 1.886812 -1.114031 3.193314 3.788 0.075 1.152
H 0.777343 -0.242504 2.747563 0.393 -2.389 0.977
O 1.025291 -1.227651 2.948017 -4.170 2.077 -2.036
H 4.122997 3.321317 1.838903 1.707 0.497 0.688
H 3.466669 2.373483 0.903878 1.080 -3.952 -3.212
O 3.324237 3.055760 1.451795 -2.794 3.576 2.695
H 0.915622 2.483740 -4.037148 1.962 0.653 -0.053
H 0.055262 1.764129 -5.096848 0.536 -1.619 -4.606
O 0.108911 2.103616 -4.279054 -2.360 0.839 4.296
```
Positions in Å, forces in eV/Å.

**Frontier orbital gap**: 10.754 eV
**LUMO**: -2.351 eV
**Energy above the lowest of the compared OMol25 structures with the same formula, charge and spin**: 114.9 kcal/mol
**Net charge**: +1
**HOMO energy**: -0.4816 Eh

---

(4)
ORCA calculation (ωB97M-V/def2-TZVPD) on C6H27B2N5NiO3 as an isolated structure in a non-equilibrium geometry.

Structure (XYZ):
```
44
Properties=species:S:1:pos:R:3:forces:R:3
Ni -0.562845 0.155986 -0.551964 0.910 -1.229 -0.063
B -2.370145 -1.567004 -0.440754 -0.284 0.086 0.005
H -3.095055 -1.665324 -1.233904 -2.699 -0.377 -2.948
H -2.440915 -2.381104 0.263856 -0.555 -3.034 2.488
H -1.389305 -1.521364 -0.888094 3.581 -0.638 -1.849
H -2.526565 -0.605404 0.023046 -1.013 3.621 2.324
B -1.699595 1.442196 -1.802434 -0.418 0.652 -0.181
H -2.147315 1.827636 -2.705334 -1.462 1.770 -3.210
H -0.628085 1.560516 -1.848314 3.986 1.062 -0.694
H -2.046405 1.885046 -0.881644 -1.770 1.734 3.342
H -1.919355 0.391576 -1.912634 -1.143 -3.704 -0.211
C 0.434655 3.643846 -0.099784 0.640 -0.957 1.741
C 1.170615 2.363966 0.506046 -1.319 1.742 1.163
C 0.520175 1.772796 1.762436 -0.658 0.262 -0.423
O -0.747785 1.202906 1.374986 -0.757 1.403 1.829
C -1.557765 0.906146 2.541166 -0.553 -1.170 -0.603
N 1.323465 1.318796 -0.449654 -0.149 0.062 -0.265
H -0.633145 3.551826 -0.298354 0.318 -0.641 -0.639
H 1.056225 3.988866 -0.926044 -0.430 0.118 -0.197
H 0.440505 4.391056 0.693786 0.440 0.308 0.056
H 2.165855 2.672766 0.825806 0.146 0.508 0.198
H 0.384065 2.544366 2.520236 -0.286 0.298 -0.044
H 1.110075 1.004536 2.262316 0.379 -0.254 -0.347
H -2.612735 0.764756 2.306326 0.196 -0.258 -1.035
H -1.692015 1.623276 3.350976 1.240 0.716 -0.196
H -1.212655 -0.049284 2.936336 0.095 0.024 0.304
H 2.135095 0.852836 -0.069864 0.342 -1.177 -0.407
H 1.617795 1.798766 -1.288164 -0.033 -0.503 -0.668
C 0.450355 -1.911724 1.518796 -2.284 -1.594 0.998
O 0.445285 -1.059034 0.695626 1.399 3.100 -2.869
N -0.558895 -2.723894 1.716036 -1.366 -2.033 1.067
N 1.379215 -2.098714 2.393426 4.424 0.026 2.913
H -0.423465 -3.358404 2.490076 -0.678 -0.112 -0.420
H -1.425105 -2.635094 1.204276 -0.269 0.046 -0.336
H 1.308775 -2.741444 3.169336 -0.076 0.025 -0.346
H 2.265935 -1.619594 2.328036 0.053 0.208 -0.219
C 1.344235 -1.586494 -2.565704 -4.404 2.478 2.485
O 0.469415 -0.781244 -2.126124 1.423 -0.761 -2.532
N 1.402075 -2.139534 -3.757424 -0.071 -0.177 -2.066
N 2.164305 -2.127934 -1.728384 2.710 -1.342 1.761
H 0.736075 -1.899204 -4.477704 0.402 -0.203 0.094
H 2.239645 -2.696194 -3.850704 -0.566 0.049 -1.184
H 2.378675 -1.635104 -0.873254 0.107 -0.311 0.244
H 2.746615 -2.861354 -2.106684 0.448 0.176 0.938
```
Positions in Å, forces in eV/Å.

**Frontier orbital gap (alpha / beta)**: 2.786 / 8.478 eV
**LUMO (alpha / beta)**: 2.930 / 3.036 eV
**Spin multiplicity**: 4
**Energy above the lowest of the compared OMol25 structures with the same formula, charge and spin**: 0.0 kcal/mol
**Net charge**: -1
**HOMO energy (alpha / beta)**: 0.0053 / -0.2000 Eh